1.
108
Properties=species:S:1:pos:R:3 method="wB97M-V/def2-TZVPD" orbital_gap_ev=7.951 total_charge=+1 e_tot_ev=-206036.3764
C 3.792 -6.440 -1.765
C 4.394 -4.998 -1.598
C 4.113 -4.191 -2.900
C 2.801 -3.343 -2.738
N 3.197 -1.935 -2.590
C 3.507 -1.281 -3.868
C 2.354 -1.187 -1.744
N 0.975 -1.059 -1.798
C 0.203 -2.027 -0.965
C -0.286 -3.325 -1.656
C 0.437 -0.831 -3.148
C -0.929 -0.110 -3.039
C -2.116 -1.049 -3.166
C -3.080 -1.088 -2.185
C -4.157 -1.945 -2.230
C -4.289 -2.801 -3.306
C -3.343 -2.751 -4.307
C -2.273 -1.897 -4.252
N 2.988 -0.558 -0.784
B 4.515 -0.714 -0.641
C 5.011 -1.697 0.478
O 5.355 -0.029 -1.442
C 2.282 0.286 0.156
Br 1.937 -0.435 1.877
C 1.913 1.514 -0.196
C 1.195 2.446 0.749
Br 2.272 2.173 -1.959
H 3.113 -6.697 -0.947
H 4.629 -7.136 -1.845
H 3.189 -6.475 -2.678
H 3.946 -4.493 -0.733
H 5.468 -5.053 -1.394
H 4.069 -4.837 -3.780
H 4.973 -3.523 -3.046
H 2.313 -3.743 -1.849
H 2.217 -3.513 -3.654
H 2.815 -1.549 -4.678
H 3.479 -0.190 -3.742
H 4.523 -1.513 -4.210
H -0.686 -1.501 -0.595
H 0.801 -2.233 -0.070
H 0.149 -3.526 -2.634
H 0.012 -4.167 -1.014
H -1.379 -3.351 -1.664
H 1.102 -0.108 -3.636
H 0.409 -1.710 -3.805
H -1.017 0.688 -3.788
H -1.012 0.384 -2.062
H -3.002 -0.425 -1.320
H -4.878 -1.960 -1.417
H -5.134 -3.481 -3.344
H -3.475 -3.448 -5.133
H -1.530 -1.874 -5.048
H 6.088 -1.875 0.398
H 4.517 -2.673 0.375
H 4.738 -1.328 1.476
H 4.876 0.223 -2.245
H 0.391 1.925 1.277
H 1.922 2.745 1.519
H 0.840 3.356 0.263
C 0.008 4.161 -4.757
C -0.449 5.038 -5.737
C -1.426 5.972 -5.432
C -1.958 6.026 -4.149
C -1.515 5.132 -3.176
C -0.525 4.209 -3.481
C -2.102 5.137 -1.808
O -1.705 4.356 -0.963
C -3.183 6.109 -1.505
C -3.783 6.094 -0.251
C -4.783 7.005 0.048
C -5.182 7.941 -0.901
C -4.591 7.957 -2.154
C -3.597 7.038 -2.464
C -2.995 7.046 -3.826
O -3.342 7.858 -4.656
H 0.779 3.438 -4.995
H -0.041 4.993 -6.739
H -1.779 6.657 -6.191
H -0.175 3.527 -2.720
H -3.472 5.369 0.489
H -5.253 6.988 1.022
H -5.959 8.656 -0.663
H -4.905 8.683 -2.893
C 1.788 -3.390 5.771
C 1.365 -2.535 4.757
C 0.401 -1.574 5.014
C -0.154 -1.469 6.283
C 0.253 -2.341 7.293
C 1.232 -3.293 7.035
C -0.366 -2.275 8.647
O -0.009 -3.030 9.526
C -1.434 -1.268 8.891
C -2.063 -1.227 10.129
C -3.050 -0.287 10.373
C -3.408 0.624 9.384
C -2.789 0.585 8.146
C -1.807 -0.366 7.891
C -1.176 -0.419 6.547
O -1.486 0.372 5.677
H 2.547 -4.135 5.570
H 1.791 -2.621 3.765
H 0.074 -0.906 4.228
H 1.556 -3.960 7.823
H -1.783 -1.933 10.900
H -3.541 -0.260 11.337
H -4.174 1.362 9.580
H -3.071 1.290 7.376


2.
109
Properties=species:S:1:pos:R:3 method="wB97M-V/def2-TZVPD" orbital_gap_ev="5.422 / 5.631" multiplicity=4 total_charge=+3 e_tot_ev=-106243.9638 e_above_lowest_ev=0.0000
Nd -0.462 -1.659 -0.560
C 1.694 1.798 -0.943
N 2.725 1.025 -0.223
C 3.376 -0.075 -0.935
P 2.479 -1.757 -0.795
C 3.354 -2.829 -1.950
C 4.735 -2.770 -2.166
C 5.346 -3.673 -3.024
C 4.593 -4.642 -3.659
C 3.208 -4.688 -3.506
C 2.588 -3.766 -2.671
C 2.871 -2.377 0.854
C 1.858 -2.528 1.803
C 2.142 -2.872 3.120
C 3.466 -3.044 3.513
C 4.499 -2.919 2.573
C 4.189 -2.628 1.241
C 3.384 1.601 0.867
C 3.747 0.910 2.052
C 4.599 1.506 2.969
C 5.020 2.825 2.829
C 4.585 3.556 1.740
C 3.761 2.966 0.799
P -0.061 1.315 -0.544
C -1.002 2.002 -1.903
C -1.481 1.151 -2.915
C -2.280 1.653 -3.917
C -2.533 3.026 -3.992
C -1.976 3.878 -3.067
C -1.178 3.379 -2.029
C -0.284 1.907 1.148
C 0.269 1.142 2.199
C 0.262 1.619 3.507
C -0.333 2.844 3.776
C -0.956 3.556 2.759
C -0.979 3.086 1.448
H 1.838 1.727 -2.034
H 1.847 2.855 -0.654
H 4.367 -0.187 -0.479
H 3.519 0.164 -2.005
H 5.317 -1.994 -1.642
H 6.419 -3.596 -3.210
H 5.075 -5.358 -4.317
H 2.616 -5.426 -4.055
H 1.499 -3.772 -2.555
H 0.793 -2.388 1.471
H 1.316 -2.967 3.837
H 3.713 -3.333 4.540
H 5.532 -3.042 2.859
H 5.005 -2.540 0.499
H 3.424 -0.111 2.208
H 4.974 0.927 3.812
H 5.670 3.279 3.570
H 4.921 4.583 1.604
H 3.468 3.541 -0.096
H -1.194 0.095 -2.922
H -2.680 0.960 -4.658
H -3.198 3.409 -4.776
H -2.185 4.958 -3.127
H -0.720 4.058 -1.298
H 0.738 0.187 1.969
H 0.710 1.035 4.321
H -0.332 3.248 4.781
H -1.441 4.491 3.007
H -1.587 3.547 0.660
C -2.460 7.634 1.867
C -3.220 6.411 1.471
C -3.250 5.962 0.144
C -3.947 4.828 -0.226
C -4.655 4.081 0.733
N -5.281 2.894 0.353
C -4.516 1.802 -0.048
O -3.293 1.887 -0.101
N -5.258 0.682 -0.369
C -4.731 -0.580 -0.789
C -5.571 -1.583 -1.304
C -4.993 -2.768 -1.755
C -3.616 -2.941 -1.678
N -2.832 -1.996 -1.134
C -3.399 -0.878 -0.649
C -4.606 4.500 2.053
C -3.884 5.629 2.420
H -1.508 7.698 1.304
H -2.271 7.671 2.949
H -3.036 8.533 1.593
H -2.694 6.542 -0.595
H -3.953 4.495 -1.263
H -6.240 2.738 0.642
H -6.271 0.759 -0.374
H -6.682 -1.436 -1.364
H -5.559 -3.609 -2.167
H -3.147 -3.851 -2.039
H -2.791 -0.109 -0.180
H -5.127 3.910 2.815
H -3.808 5.924 3.473
C -0.368 -6.627 -2.969
N -0.134 -6.938 -1.578
C -0.203 -6.039 -0.571
S -0.607 -4.370 -0.881
N -0.013 -6.509 0.686
C 0.036 -5.677 1.867
H 0.261 -7.305 -3.582
H -0.147 -5.575 -3.177
H -1.410 -6.858 -3.245
H 0.081 -7.911 -1.376
H 0.261 -7.477 0.828
H -0.625 -4.819 1.752
H 1.061 -5.290 2.023
H -0.245 -6.304 2.729